[1]
The following is a DFT calculation (ωB97M-V with the def2-TZVPD basis set) of a molecular structure, C39H32AlBrGeN4O4 at a distorted geometry.

**Lowest unoccupied orbital energy**: -0.35 eV
**Kohn-Sham gap**: 5.8 eV
**Maximum force**: 0.03290 hartree/bohr
**Calculated total energy**: -188266.23363 eV

Geometry as XYZ:
```
82
C39H32AlBrGeN4O4, DFT ωB97M-V with the def2-TZVPD basis set
Al -0.543 0.087 -0.969
C 1.809 1.285 -2.719
O 1.352 0.122 -1.999
C 2.277 -0.612 -1.317
C 3.629 -0.363 -1.248
C 4.410 -1.245 -0.506
Br 6.263 -0.906 -0.371
C 3.878 -2.346 0.122
C 2.502 -2.591 0.051
C 1.718 -1.690 -0.639
O 0.321 -1.729 -0.693
C 1.913 -3.758 0.714
N 2.352 -4.309 1.802
C 1.498 -5.376 2.045
C 1.512 -6.309 3.079
C 0.543 -7.294 3.068
C -0.425 -7.360 2.055
C -0.459 -6.438 1.026
C 0.516 -5.448 1.049
N 0.779 -4.376 0.209
H 2.239 1.995 -2.018
H 0.932 1.710 -3.196
H 2.543 0.976 -3.463
H 4.073 0.496 -1.728
H 4.500 -3.028 0.684
H -0.092 -2.310 -0.037
H 2.262 -6.255 3.857
H 0.526 -8.035 3.856
H -1.163 -8.150 2.082
H -1.209 -6.488 0.247
H 0.454 -4.289 -0.739
O -1.219 -0.164 -2.732
N -2.425 -0.598 -2.808
N -2.888 -0.946 -1.686
O -2.141 -0.896 -0.599
C -4.219 -1.462 -1.578
C -4.513 -2.288 -0.504
C -5.792 -2.811 -0.401
C -6.751 -2.506 -1.354
C -6.439 -1.666 -2.414
C -5.168 -1.129 -2.534
H -3.754 -2.494 0.236
H -6.042 -3.456 0.431
H -7.750 -2.915 -1.266
H -7.193 -1.415 -3.149
H -4.911 -0.463 -3.345
C -0.191 1.450 0.181
Ge 0.898 2.975 0.240
C 0.706 4.293 -1.247
C 1.581 4.558 -2.300
C 1.295 5.515 -3.268
C 0.114 6.238 -3.204
C -0.777 5.992 -2.166
C -0.479 5.035 -1.208
C 0.504 4.100 1.808
C 1.203 5.293 1.993
C 0.958 6.108 3.089
C 0.002 5.740 4.027
C -0.700 4.555 3.860
C -0.447 3.744 2.759
C 2.797 2.418 0.431
C 3.005 1.384 1.352
C 4.272 0.877 1.604
C 5.374 1.394 0.931
C 5.194 2.425 0.023
C 3.919 2.932 -0.217
H -1.038 1.582 0.866
H 2.513 4.012 -2.394
H 2.001 5.695 -4.070
H -0.112 6.987 -3.953
H -1.704 6.549 -2.103
H -1.188 4.861 -0.404
H 1.951 5.596 1.266
H 1.513 7.031 3.211
H -0.193 6.373 4.884
H -1.445 4.258 4.589
H -0.998 2.816 2.648
H 2.146 0.953 1.856
H 4.402 0.075 2.321
H 6.365 0.998 1.121
H 6.047 2.845 -0.499
H 3.822 3.757 -0.913
```

=====

[2]
The following is a DFT calculation (ωB97M-V with the def2-TZVPD basis set) of a molecular structure, C39H32As2CaClF3NO2S4Sb.

**ΔE to the lowest compared entry with this formula, charge and spin**: 0.0 kJ/mol
**Lowest unoccupied orbital energy**: 3.84 eV
**Kohn-Sham gap**: 5.4 eV
**Maximum force**: 0.00447 hartree/bohr
**Net charge**: -2
**Calculated total energy**: -257226.19790 eV

Geometry as XYZ:
```
86
C39H32As2CaClF3NO2S4Sb, DFT ωB97M-V with the def2-TZVPD basis set
Ca 0.966 -2.444 2.225
C -1.283 0.046 -2.501
C 0.159 -0.196 -2.058
As 1.356 1.352 -1.727
C 0.085 2.849 -1.759
C -0.251 3.369 -3.008
C -1.094 4.465 -3.126
C -1.603 5.073 -1.988
C -1.263 4.575 -0.739
C -0.428 3.472 -0.623
C 1.661 1.215 0.193
C 2.925 1.568 0.650
C 3.224 1.538 2.007
C 2.257 1.149 2.918
C 0.993 0.773 2.473
C 0.699 0.801 1.116
As -2.494 0.541 -1.011
C -3.484 2.031 -1.862
C -3.555 2.302 -3.226
C -4.333 3.344 -3.712
C -5.059 4.140 -2.838
C -4.998 3.887 -1.475
C -4.213 2.845 -0.998
C -3.934 -0.761 -1.313
C -4.396 -1.488 -0.221
C -5.426 -2.407 -0.374
C -5.998 -2.613 -1.621
C -5.537 -1.897 -2.718
C -4.512 -0.974 -2.560
H -1.677 -0.882 -2.921
H -1.337 0.811 -3.278
H 0.680 -0.757 -2.837
H 0.179 -0.814 -1.157
H 0.158 2.913 -3.904
H -1.362 4.838 -4.108
H -2.274 5.919 -2.076
H -1.664 5.037 0.156
H -0.183 3.088 0.359
H 3.694 1.847 -0.062
H 4.220 1.798 2.345
H 2.485 1.114 3.977
H 0.231 0.458 3.178
H -0.290 0.498 0.792
H -2.993 1.700 -3.931
H -4.370 3.535 -4.779
H -5.667 4.954 -3.216
H -5.556 4.504 -0.780
H -4.160 2.661 0.070
H -3.921 -1.365 0.746
H -5.760 -2.979 0.482
H -6.793 -3.339 -1.741
H -5.973 -2.058 -3.697
H -4.164 -0.419 -3.424
S 0.345 -4.627 3.663
Sb -1.691 -3.463 4.199
S -1.650 -1.639 2.378
S -1.209 -2.461 0.492
S -1.035 -1.904 5.797
F 6.216 -2.568 7.369
C 5.845 -1.388 6.826
F 5.433 -0.615 7.850
F 6.965 -0.822 6.339
C 4.779 -1.562 5.783
C 5.062 -1.385 4.439
C 4.037 -1.579 3.525
N 2.807 -1.932 3.897
C 2.540 -2.115 5.194
C 3.502 -1.931 6.175
H 6.048 -1.100 4.101
H 4.198 -1.452 2.458
H 1.520 -2.396 5.443
H 3.247 -2.070 7.217
Cl 1.807 -3.383 -5.737
C 2.289 -2.950 -4.109
C 3.404 -2.147 -3.930
C 3.783 -1.812 -2.639
C 3.050 -2.255 -1.544
C 1.927 -3.047 -1.753
C 1.545 -3.410 -3.037
C 3.469 -1.840 -0.140
O 4.594 -1.356 0.017
O 2.601 -2.041 0.761
H 3.959 -1.794 -4.789
H 4.650 -1.192 -2.453
H 1.330 -3.357 -0.904
H 0.668 -4.022 -3.202
```

=====

[3]
The following is a DFT calculation (ωB97M-V with the def2-TZVPD basis set) of a molecular structure, C39H32CdFN5O3PS2 at a distorted geometry.

**ΔE to the lowest compared entry with this formula, charge and spin**: 0.0 kJ/mol
**Lowest unoccupied orbital energy**: 0.79 eV
**Kohn-Sham gap**: 5.6 eV
**Maximum force**: 0.05858 hartree/bohr
**Net charge**: -1
**Calculated total energy**: -92795.34924 eV

Geometry as XYZ:
```
84
C39H32CdFN5O3PS2, DFT ωB97M-V with the def2-TZVPD basis set
Cd 1.116 1.788 -0.876
F 4.239 -2.480 4.201
C 3.497 -2.549 3.069
C 4.094 -2.161 1.896
C 3.391 -2.273 0.692
C 3.922 -1.585 -0.523
O 5.057 -1.133 -0.565
C 2.955 -1.422 -1.572
C 1.861 -2.223 -1.524
N 1.393 -2.880 -0.450
C 0.293 -3.797 -0.569
C -1.052 -3.623 0.119
C -0.910 -3.367 -1.348
C 2.102 -2.813 0.699
C 1.549 -3.266 1.913
C 2.201 -3.049 3.132
N 1.430 -3.046 4.353
C 1.179 -1.776 4.939
C -0.241 -1.780 5.395
N -0.350 -2.929 6.400
C 0.218 -4.258 6.003
C 1.609 -4.057 5.326
C 2.916 -0.405 -2.720
O 3.041 -0.805 -3.870
O 2.563 0.732 -2.300
H 5.097 -1.807 1.851
H 1.271 -2.231 -2.412
H 0.601 -4.854 -0.726
H -1.251 -2.749 0.702
H -1.527 -4.543 0.461
H -0.942 -2.366 -1.670
H -1.407 -4.046 -2.042
H 0.598 -3.768 1.948
H 1.350 -0.974 4.255
H 1.817 -1.614 5.785
H -0.927 -2.053 4.597
H -0.593 -0.889 5.922
H -1.293 -3.010 6.717
H 0.163 -2.602 7.206
H -0.501 -4.694 5.283
H 0.208 -4.802 7.003
H 1.890 -5.025 4.871
H 2.434 -3.787 6.044
S -0.423 0.230 0.417
C 0.108 0.819 1.914
S 1.640 1.714 2.019
C -0.717 0.656 3.085
C -1.820 -0.215 3.079
N -2.729 -0.927 3.185
C -0.254 1.138 4.349
N -0.051 1.475 5.425
C -4.952 4.480 -5.191
C -5.288 4.567 -3.832
C -4.350 4.222 -2.923
C -3.032 3.846 -3.304
C -2.694 3.748 -4.678
C -3.692 4.072 -5.614
P -1.834 3.183 -2.010
C -1.386 1.576 -2.814
C -2.211 0.522 -2.506
C -1.909 -0.690 -2.993
C -0.801 -0.900 -3.848
C 0.011 0.179 -4.220
C -0.317 1.418 -3.682
C -0.361 4.204 -2.301
C -0.480 5.493 -2.879
C 0.560 6.439 -2.711
C 1.645 6.077 -2.000
C 1.836 4.748 -1.658
C 0.835 3.772 -1.722
H -5.673 4.685 -5.982
H -6.303 4.917 -3.566
H -4.465 4.213 -1.848
H -1.721 3.412 -4.924
H -3.577 3.954 -6.696
H -3.030 0.628 -1.817
H -2.464 -1.552 -2.745
H -0.515 -1.877 -4.186
H 0.803 0.101 -4.990
H 0.213 2.338 -4.051
H -1.409 5.720 -3.316
H 0.407 7.439 -3.069
H 2.529 6.665 -1.847
H 2.808 4.480 -1.166
```